{
  "formula": "C60H90N3O47P5",
  "method": "wB97M-V/def2-TZVPD",
  "e_tot_ha": -7747.8249,
  "e_lumo_ev": -1.990,
  "gap_ev": 7.07,
  "homo_energy_ev": -9.06,
  "total_charge": 0,
  "elements": ["C", "C", "C", "O", "C", "C", "C", "O", "O", "O", "H", "H", "H", "H", "C", "C", "C", "O", "C", "C", "C", "O", "O", "O", "H", "H", "H", "H", "C", "C", "C", "O", "C", "C", "C", "O", "O", "O", "H", "H", "H", "H", "C", "C", "C", "O", "C", "C", "C", "O", "O", "O", "H", "H", "H", "H", "C", "C", "C", "O", "C", "C", "C", "O", "O", "O", "H", "H", "H", "H", "C", "C", "C", "O", "C", "C", "C", "O", "O", "O", "H", "H", "H", "H", "C", "O", "N", "C", "C", "H", "H", "H", "H", "H", "H", "H", "C", "O", "N", "C", "C", "H", "H", "H", "H", "H", "H", "H", "C", "O", "N", "C", "C", "H", "H", "H", "H", "H", "H", "H", "C", "O", "P", "O", "O", "C", "O", "C", "H", "H", "H", "H", "H", "H", "H", "H", "H", "C", "O", "P", "O", "O", "C", "O", "C", "H", "H", "H", "H", "H", "H", "H", "H", "H", "C", "O", "P", "O", "O", "C", "O", "C", "H", "H", "H", "H", "H", "H", "H", "H", "H", "C", "O", "P", "O", "O", "C", "O", "C", "H", "H", "H", "H", "H", "H", "H", "H", "H", "C", "O", "P", "O", "O", "C", "O", "C", "H", "H", "H", "H", "H", "H", "H", "H", "H"],
  "xyz": [[-8.61, 7.52, -6.62], [-9.12, 8.08, -7.67], [-8.47, 9.31, -8.31], [-8.96, 10.05, -9.14], [-7.10, 9.54, -7.92], [-6.55, 8.89, -6.93], [-7.24, 7.80, -6.19], [-6.75, 7.13, -5.32], [-5.27, 9.22, -6.51], [-10.30, 7.67, -8.27], [-9.22, 6.75, -6.16], [-6.60, 10.34, -8.44], [-4.88, 8.44, -6.11], [-10.22, 7.73, -9.22], [-10.20, 12.09, -6.57], [-9.44, 12.54, -7.59], [-7.90, 12.83, -7.46], [-7.22, 13.36, -8.29], [-7.46, 12.64, -6.05], [-8.19, 12.17, -5.08], [-9.62, 11.79, -5.22], [-10.29, 11.20, -4.35], [-7.68, 12.01, -3.82], [-9.97, 12.87, -8.80], [-11.27, 12.03, -6.70], [-6.45, 12.78, -5.71], [-8.40, 11.56, -3.36], [-9.28, 13.10, -9.43], [-11.72, 16.92, -15.44], [-11.85, 15.59, -15.63], [-10.80, 14.63, -16.19], [-10.85, 13.43, -16.27], [-9.70, 15.42, -16.78], [-9.50, 16.78, -16.64], [-10.40, 17.63, -15.73], [-10.23, 18.87, -15.41], [-8.51, 17.44, -17.28], [-13.05, 15.03, -15.32], [-12.53, 17.46, -14.98], [-8.95, 14.99, -17.42], [-8.53, 18.35, -17.00], [-13.00, 14.07, -15.40], [-12.75, 21.81, -11.07], [-12.98, 21.39, -12.32], [-13.06, 20.00, -12.85], [-13.22, 19.59, -13.99], [-12.84, 19.02, -11.70], [-12.51, 19.48, -10.46], [-12.56, 20.90, -9.97], [-12.43, 21.29, -8.79], [-12.06, 18.60, -9.51], [-13.27, 22.34, -13.24], [-12.71, 22.86, -10.86], [-12.94, 17.99, -12.01], [-12.06, 19.07, -8.67], [-13.44, 21.93, -14.10], [-13.77, 16.27, -4.74], [-13.57, 15.20, -5.52], [-12.76, 15.32, -6.76], [-12.68, 14.37, -7.58], [-12.15, 16.59, -6.94], [-12.33, 17.67, -6.14], [-13.16, 17.58, -4.85], [-13.15, 18.48, -4.00], [-11.92, 18.93, -6.44], [-14.09, 14.01, -5.17], [-14.16, 16.08, -3.75], [-11.50, 16.70, -7.79], [-12.15, 19.48, -5.69], [-13.94, 13.30, -5.80], [-20.45, 8.50, -13.89], [-19.39, 8.03, -14.60], [-18.12, 8.75, -14.85], [-17.14, 8.32, -15.48], [-18.16, 10.12, -14.26], [-19.19, 10.54, -13.50], [-20.46, 9.78, -13.20], [-21.40, 10.08, -12.43], [-19.22, 11.81, -12.96], [-19.63, 6.90, -15.28], [-21.32, 7.86, -13.79], [-17.28, 10.71, -14.48], [-20.00, 11.97, -12.44], [-18.78, 6.56, -15.60], [-13.03, 11.07, -17.48], [-13.66, 11.43, -18.49], [-13.44, 10.36, -16.41], [-14.67, 9.54, -16.44], [-12.51, 10.00, -15.31], [-12.03, 11.50, -17.33], [-15.38, 10.14, -15.87], [-14.45, 8.54, -16.05], [-15.10, 9.39, -17.43], [-11.58, 10.56, -15.27], [-12.93, 9.92, -14.31], [-12.26, 8.95, -15.46], [-8.38, 14.84, -11.58], [-8.65, 13.80, -10.97], [-8.63, 16.06, -10.99], [-8.50, 17.28, -11.75], [-9.23, 16.15, -9.69], [-7.95, 14.90, -12.59], [-9.35, 17.60, -12.35], [-7.69, 17.11, -12.46], [-8.15, 18.11, -11.14], [-9.37, 15.24, -9.11], [-8.72, 16.95, -9.16], [-10.26, 16.46, -9.83], [-14.15, 11.37, -7.54], [-14.77, 11.82, -6.60], [-13.32, 10.32, -7.41], [-13.13, 9.49, -6.25], [-12.60, 9.72, -8.51], [-14.14, 11.75, -8.58], [-13.46, 8.46, -6.39], [-13.76, 9.88, -5.45], [-12.08, 9.54, -5.97], [-11.56, 9.59, -8.21], [-12.87, 8.71, -8.79], [-12.39, 10.31, -9.40], [-8.02, 6.29, -13.92], [-8.58, 6.49, -12.60], [-9.77, 7.56, -12.38], [-10.18, 7.84, -10.99], [-9.38, 8.90, -13.22], [-8.21, 9.58, -12.72], [-10.94, 6.94, -13.29], [-11.46, 5.63, -13.07], [-7.87, 5.29, -14.34], [-7.01, 6.71, -13.93], [-8.55, 6.88, -14.66], [-8.01, 9.25, -11.70], [-8.41, 10.65, -12.73], [-7.27, 9.41, -13.26], [-10.95, 5.09, -12.27], [-11.48, 5.12, -14.03], [-12.49, 5.82, -12.75], [-16.17, 12.82, -12.22], [-14.91, 12.74, -11.53], [-13.51, 12.88, -12.43], [-13.64, 12.68, -13.87], [-12.63, 11.70, -11.65], [-11.24, 11.49, -11.95], [-12.81, 14.34, -12.10], [-12.47, 14.76, -10.82], [-16.99, 13.16, -11.59], [-16.46, 11.97, -12.83], [-16.06, 13.63, -12.93], [-11.01, 10.81, -12.76], [-10.62, 11.31, -11.07], [-10.87, 12.45, -12.32], [-11.48, 15.20, -10.91], [-12.40, 13.96, -10.08], [-13.13, 15.51, -10.39], [-18.26, 15.60, -12.93], [-17.97, 15.82, -11.56], [-16.70, 16.67, -10.95], [-16.93, 18.18, -11.15], [-15.39, 15.99, -11.73], [-15.01, 16.20, -13.11], [-16.57, 16.24, -9.40], [-16.33, 14.87, -9.02], [-17.42, 15.90, -13.56], [-19.12, 16.15, -13.30], [-18.52, 14.58, -13.18], [-15.20, 15.46, -13.88], [-13.94, 16.36, -13.21], [-15.42, 17.16, -13.42], [-15.49, 14.69, -8.35], [-16.17, 14.27, -9.91], [-17.18, 14.68, -8.36], [-19.38, 14.48, -16.42], [-18.25, 15.28, -16.02], [-17.05, 15.60, -17.07], [-17.51, 16.11, -18.39], [-15.98, 16.52, -16.25], [-15.36, 17.70, -16.73], [-16.30, 14.15, -17.24], [-15.65, 13.48, -16.29], [-20.29, 15.04, -16.66], [-19.77, 13.78, -15.69], [-19.14, 13.89, -17.29], [-15.14, 17.46, -17.78], [-14.47, 17.85, -16.12], [-16.03, 18.54, -16.61], [-14.59, 13.39, -16.52], [-15.83, 12.42, -16.46], [-15.82, 13.84, -15.28], [-17.50, 9.66, -10.06], [-17.78, 8.72, -11.13], [-16.70, 7.55, -11.26], [-16.31, 6.86, -10.04], [-17.24, 6.57, -12.41], [-17.50, 5.15, -12.15], [-15.46, 8.33, -12.00], [-14.21, 8.56, -11.38], [-17.41, 10.70, -10.40], [-16.57, 9.58, -9.50], [-18.33, 9.52, -9.37], [-18.57, 4.97, -12.04], [-16.95, 4.86, -11.25], [-17.07, 4.60, -12.99], [-13.52, 7.93, -11.95], [-14.28, 8.36, -10.31], [-14.07, 9.64, -11.46]],
  "lowdin_charge": [0.07, -0.19, -0.30, 0.11, 0.06, -0.19, -0.33, 0.15, 0.08, 0.04, 0.15, 0.14, 0.10, 0.03, 0.07, -0.20, -0.29, 0.13, 0.06, -0.25, -0.27, 0.08, 0.10, 0.06, 0.11, 0.14, 0.10, 0.03, 0.07, -0.19, -0.30, 0.12, 0.07, -0.22, -0.21, 0.03, 0.10, 0.06, 0.09, 0.13, 0.11, 0.06, 0.06, -0.21, -0.27, 0.10, 0.10, -0.18, -0.29, 0.10, 0.07, 0.10, 0.14, 0.10, 0.07, 0.11, 0.06, -0.21, -0.29, 0.08, 0.06, -0.17, -0.28, 0.10, 0.10, 0.11, 0.14, 0.11, 0.11, 0.06, 0.07, -0.23, -0.27, 0.10, 0.08, -0.20, -0.29, 0.09, 0.06, 0.11, 0.14, 0.11, 0.11, 0.11, -0.35, -0.01, -0.16, -0.04, -0.06, 0.11, 0.06, 0.08, 0.09, 0.08, 0.07, 0.08, -0.24, -0.02, -0.18, -0.05, -0.04, 0.14, 0.08, 0.08, 0.09, 0.08, 0.10, 0.06, -0.31, 0.00, -0.16, -0.03, -0.06, 0.14, 0.10, 0.10, 0.09, 0.06, 0.09, 0.09, -0.08, -0.22, 0.46, -0.21, -0.23, -0.08, -0.24, -0.07, 0.09, 0.08, 0.09, 0.08, 0.09, 0.09, 0.10, 0.10, 0.08, -0.10, -0.23, 0.57, -0.21, -0.25, -0.08, -0.22, -0.12, 0.08, 0.07, 0.05, 0.07, 0.08, 0.08, 0.08, 0.08, 0.09, -0.11, -0.23, 0.56, -0.29, -0.25, -0.12, -0.21, -0.06, 0.06, 0.10, 0.07, 0.06, 0.06, 0.09, 0.08, 0.06, 0.10, -0.09, -0.24, 0.51, -0.24, -0.25, -0.06, -0.19, -0.17, 0.09, 0.08, 0.09, 0.09, 0.07, 0.10, 0.07, 0.09, 0.07, -0.06, -0.21, 0.41, -0.22, -0.23, -0.05, -0.24, -0.09, 0.08, 0.08, 0.10, 0.09, 0.07, 0.09, 0.08, 0.06, 0.08]
}